Entry from the Open Molecules 2025 dataset: C25H68CaNO26PS7 as an isolated structure (ωB97M-V/def2-TZVPD).

Geometry as XYZ:
```
129
Properties=species:S:1:pos:R:3:lowdin_charge:R:1
Ca 10.52326 -0.03709 -18.16741 1.25
C 1.94216 -1.01968 -20.91466 -0.03
C 1.40498 0.21027 -20.24939 -0.31
C 0.62591 -0.02696 -18.99208 -0.23
O -0.13266 1.11691 -18.72700 -0.17
C -0.99833 0.96146 -17.54120 -0.05
N 2.50344 1.18726 -19.90293 0.24
H 2.26856 2.08826 -19.51160 0.18
H 3.25476 0.79967 -19.35032 0.17
H 3.17223 1.38575 -20.63328 0.18
H 2.29381 -0.78230 -21.91870 0.10
H 1.15397 -1.74821 -21.10465 0.10
H 2.76341 -1.49616 -20.37930 0.10
H 0.82353 0.79068 -20.96572 0.17
H 1.23444 -0.22215 -18.10908 0.13
H 0.03354 -0.93866 -19.06959 0.14
H -0.33359 0.72945 -16.70910 0.08
H -1.82005 0.27148 -17.34937 0.09
H -1.41506 1.94470 -17.32286 0.09
P 8.27713 1.59857 -20.74470 -0.20
O 9.24728 2.46477 -19.92981 -0.46
O 7.55963 0.80169 -19.61000 -0.52
O 9.32919 0.56178 -21.27501 -0.48
O 7.30276 2.18631 -21.77584 -0.50
O 1.32447 4.60293 -27.75761 -0.30
S 1.81450 4.47216 -26.38646 0.69
O 0.92716 4.72366 -25.26737 -0.30
O 2.31061 2.87784 -26.14816 -0.26
C 2.93885 2.29418 -27.24713 -0.32
C 1.99843 1.45367 -28.17233 -0.05
C 3.40425 5.38078 -26.14419 -0.09
H 3.76986 1.75148 -26.79657 0.12
H 3.39494 2.98024 -27.96085 0.11
H 2.50700 0.95071 -28.99481 0.08
H 1.35222 2.26893 -28.49769 0.06
H 1.37745 0.68421 -27.71362 0.07
H 3.20247 6.41369 -25.86047 0.07
H 3.98144 5.31582 -27.06653 0.06
H 4.00003 4.88210 -25.37968 0.07
O 11.67556 -4.43785 -19.87492 -0.32
S 11.56898 -5.62471 -20.72419 0.67
O 12.77342 -6.34894 -21.16188 -0.29
O 10.51889 -6.65481 -19.95779 -0.28
C 10.21635 -7.88610 -20.56195 -0.30
C 9.02395 -8.71327 -19.93536 -0.04
C 10.39614 -5.14694 -21.99725 -0.11
H 11.17279 -8.40078 -20.47017 0.11
H 10.02721 -7.86361 -21.63518 0.10
H 8.05281 -8.37137 -20.29328 0.07
H 9.02769 -8.61194 -18.85009 0.07
H 9.32151 -9.72649 -20.20544 0.08
H 10.36931 -6.05752 -22.59576 0.06
H 10.83170 -4.32402 -22.56399 0.08
H 9.50933 -4.82194 -21.45314 0.08
O 9.57999 8.74936 -20.83765 -0.29
S 8.39679 8.97515 -21.65519 0.67
O 7.65007 10.23296 -21.46366 -0.31
O 8.65698 8.73199 -23.30133 -0.27
C 9.41651 7.53269 -23.67697 -0.27
C 9.70007 7.44265 -25.18663 -0.08
C 7.21648 7.66563 -21.48064 -0.13
H 8.96753 6.59191 -23.35845 0.11
H 10.42191 7.42330 -23.27037 0.12
H 10.25412 6.52604 -25.38901 0.08
H 10.23416 8.33388 -25.51613 0.07
H 8.83130 7.55553 -25.83517 0.07
H 7.74853 6.71855 -21.57035 0.07
H 6.38688 7.86710 -22.15834 0.08
H 6.81982 7.80538 -20.47504 0.07
O 14.50213 0.69725 -20.08529 -0.32
S 15.22982 1.47159 -21.09324 0.64
O 15.80947 2.75533 -20.87219 -0.27
O 16.38155 0.55610 -21.78388 -0.28
C 16.18149 -0.83861 -21.81692 -0.28
C 16.88002 -1.34539 -20.54937 -0.08
C 14.22067 1.68136 -22.65762 -0.09
H 16.71925 -1.27940 -22.65633 0.12
H 15.15830 -1.16993 -21.99413 0.12
H 16.34767 -1.31622 -19.59866 0.07
H 17.87644 -0.93466 -20.38642 0.08
H 17.09779 -2.41311 -20.52408 0.07
H 13.30272 2.04629 -22.19686 0.06
H 13.98246 0.69146 -23.04678 0.06
H 14.62166 2.31791 -23.44636 0.07
O 7.34872 -3.84643 -13.85343 -0.30
S 6.88905 -3.63018 -15.23847 0.70
O 7.84921 -3.26869 -16.32458 -0.34
O 5.97393 -4.92893 -15.69244 -0.25
C 5.53788 -5.00219 -17.07711 -0.27
C 4.20193 -5.71851 -17.18454 -0.08
C 5.60910 -2.31293 -15.09474 -0.11
H 6.14404 -5.43567 -17.87258 0.12
H 5.49937 -4.02295 -17.55429 0.10
H 3.31784 -5.10890 -16.99786 0.07
H 4.17644 -6.56507 -16.49839 0.08
H 3.82316 -6.10388 -18.13116 0.08
H 4.79092 -2.71144 -14.49485 0.07
H 5.27437 -2.03949 -16.09539 0.05
H 5.93888 -1.34737 -14.71129 0.07
O 8.56924 0.10844 -29.49667 -0.27
S 9.81617 0.63698 -29.05260 0.64
O 10.97514 -0.21062 -28.93736 -0.29
O 10.21424 1.81165 -30.18064 -0.25
C 11.55540 2.10267 -30.41504 -0.34
C 11.84020 3.47459 -30.92748 -0.08
C 9.57512 1.62086 -27.54367 -0.10
H 11.94349 1.41846 -31.16958 0.13
H 12.17930 2.02800 -29.52439 0.12
H 12.89103 3.72012 -30.77386 0.08
H 11.42586 4.35876 -30.44307 0.08
H 11.58822 3.51018 -31.98736 0.08
H 9.58648 0.93312 -26.69810 0.08
H 8.61608 2.12552 -27.66069 0.07
H 10.31287 2.40781 -27.38700 0.07
O 10.12221 2.72166 -14.98258 -0.35
S 9.86301 3.98457 -14.26768 0.63
O 9.25149 4.03679 -12.98703 -0.27
O 11.29852 4.64241 -13.98117 -0.27
C 12.22882 4.80889 -15.00151 -0.28
C 13.07368 6.11860 -14.78560 -0.04
C 9.09752 5.26713 -15.43277 -0.07
H 11.72803 4.89813 -15.96554 0.10
H 12.85497 3.91689 -15.02062 0.12
H 12.64157 6.98637 -15.28397 0.07
H 13.95504 5.91190 -15.39271 0.07
H 13.47112 6.34971 -13.79730 0.08
H 9.72188 5.35145 -16.32224 0.05
H 9.22556 6.21739 -14.91439 0.07
H 8.16047 4.84983 -15.80143 0.07
```

Its total energy is -6810.137080 hartree. The spin multiplicity is 1. Its HOMO energy is -4.62 eV. The calculation puts the max |F| at 0.0718 hartree/bohr. Its charge is 0. The LUMO energy is -1.23 eV. As for the gap between HOMO and LUMO: 3.39 eV.

***

Entry from the Open Molecules 2025 dataset: one molecule with the formula C4H12NO2PS (ωB97M-V/def2-TZVPD).

Geometry as XYZ:
```
21
Properties=species:S:1:pos:R:3:lowdin_charge:R:1
C 2.34996 -1.78630 -0.31802 -0.09
O 1.89487 -0.81144 0.69508 -0.28
P 1.50747 0.61799 0.14044 0.18
N 2.75609 1.06258 -0.92842 -0.07
O 1.27661 1.48255 1.29562 -0.31
S -0.21912 0.43097 -1.07674 0.68
C -1.56961 0.52227 0.31436 -0.69
C -2.78827 1.30428 -0.13133 -0.13
C -1.75669 -0.86660 0.87469 -0.16
H 2.32157 -2.72804 0.07899 0.06
H 3.37754 -1.60521 -0.43357 0.07
H 1.81572 -1.73021 -1.27805 0.08
H 2.87108 0.28029 -1.61804 0.06
H 2.44685 1.93186 -1.31145 0.04
H -1.14852 1.00555 1.13837 0.05
H -2.96666 1.37512 -1.32098 0.12
H -3.63290 0.69391 0.26928 0.08
H -2.93914 2.26180 0.28223 0.05
H -2.36060 -1.62715 0.25574 0.10
H -2.46109 -0.62666 1.75742 0.10
H -0.77517 -1.18755 1.31436 0.08
```

Its total energy is -1104.428770 hartree. The spin multiplicity is 1. As for the energy above the lowest of the compared OMol25 structures with the same formula, charge and spin: 9.98 kcal/mol. Its HOMO energy is -9.32 eV. The calculation puts the max |F| at 0.0778 hartree/bohr. Its charge is 0. The LUMO energy is 0.52 eV. As for the structure (SMILES): CO[P@](N)(=O)SC(C)C. As for the gap between HOMO and LUMO: 9.85 eV.

***

Entry from the Open Molecules 2025 dataset: a 7-piece molecular cluster, C9H32N6O10 overall (ωB97M-V/def2-TZVPD).

Geometry as XYZ:
```
57
Properties=species:S:1:pos:R:3:lowdin_charge:R:1
N -9.64636 0.22766 -5.68691 0.14
C -9.87614 0.03033 -4.41990 -0.80
N -8.86468 0.53663 -3.81324 0.16
O -10.85956 -0.47964 -3.90469 0.05
H -10.31351 -0.04058 -6.39618 0.12
H -8.67591 -0.01262 -5.83040 0.11
H -8.84496 0.47153 -2.80554 0.10
H -8.05947 0.80240 -4.36198 0.12
N -15.13552 0.36900 2.79965 0.17
C -13.89174 0.80984 2.69573 -0.76
N -13.13051 0.34272 1.75305 0.18
O -13.38357 1.59908 3.45479 0.02
H -15.40179 -0.49726 2.35380 0.11
H -15.61654 0.58841 3.66022 0.11
H -13.45458 -0.44456 1.20967 0.11
H -12.40266 0.92437 1.36315 0.07
N -10.75933 4.53604 0.65802 0.18
C -11.31248 3.49173 1.20772 -0.72
N -11.33668 3.44805 2.52148 0.19
O -11.87564 2.58071 0.59494 0.00
H -10.67833 4.56646 -0.34827 0.07
H -10.25839 5.13505 1.29860 0.11
H -11.82297 2.64582 2.89570 0.07
H -11.07343 4.18303 3.16227 0.11
O -9.44884 -1.68038 -0.43526 -0.05
C -9.20126 -1.75445 0.88061 -0.32
C -9.36878 -3.16052 1.53887 -0.21
O -8.51273 -4.14566 0.91848 -0.07
H -9.61190 -0.75456 -0.62987 0.03
H -8.20499 -1.38431 1.12262 0.11
H -9.81568 -1.01836 1.39902 0.11
H -10.40028 -3.50599 1.46978 0.11
H -9.27737 -3.13849 2.62481 0.11
H -9.00681 -4.40482 0.13724 0.08
O -8.81895 4.92661 -4.58565 -0.05
C -9.83139 3.99877 -4.33672 -0.24
C -9.75001 3.32044 -2.99619 -0.25
O -10.12109 4.15013 -1.94150 -0.09
H -8.83253 5.56766 -3.87117 0.07
H -10.72679 4.61843 -4.38558 0.13
H -9.69073 3.23533 -5.10188 0.12
H -8.71587 3.06677 -2.76320 0.12
H -10.43835 2.47581 -2.96631 0.13
H -9.48161 4.86608 -1.95093 0.09
O -7.21069 1.38066 0.91849 -0.02
C -6.61051 2.34413 0.30845 -0.31
C -7.43607 3.67523 0.51455 -0.25
O -7.28285 4.13341 1.81131 -0.04
H -7.20293 1.66970 1.83391 0.13
H -5.63245 2.57488 0.73062 0.12
H -6.40287 2.07521 -0.72725 0.13
H -8.46615 3.44817 0.23979 0.08
H -7.15343 4.50011 -0.13949 0.12
H -7.89072 4.86694 1.92983 0.08
O -9.51095 0.98396 -0.63553 -0.02
H -10.17102 1.65306 -0.45434 0.03
H -8.72569 1.29295 -0.18372 0.01
```

Its total energy is -1443.037444 hartree. The spin multiplicity is 1. As for the energy above the lowest of the compared OMol25 structures with the same formula, charge and spin: 0.00 kcal/mol. Its HOMO energy is -9.06 eV. The calculation puts the max |F| at 0.1280 hartree/bohr. Its charge is 0. The LUMO energy is -0.13 eV. As for the structure (SMILES): NC(N)=O.NC(N)=O.NC(N)=O.OCCO.OCCO.OCCO.O. As for the gap between HOMO and LUMO: 8.93 eV.

***

Entry from the Open Molecules 2025 dataset: C36H40BNP2Pt as an isolated structure (ωB97M-V/def2-TZVPD).

Geometry as XYZ:
```
81
Properties=species:S:1:pos:R:3:lowdin_charge:R:1
Pt 0.29568 0.26865 1.51336 0.80
C -2.02406 1.03386 -2.67411 -0.09
C -2.00977 -0.30742 -2.62639 -0.15
C -1.38693 -1.19456 -3.66000 -0.18
C 0.01216 -0.74988 -4.14883 -0.17
C 0.91964 -0.10894 -3.12213 -0.13
C 0.82831 1.14479 -2.66526 -0.12
C 0.11377 2.23478 -3.40215 -0.17
C -1.36375 1.88777 -3.71507 -0.17
C 1.41497 0.71198 3.20574 -0.25
H -2.61524 1.60161 -1.95197 0.08
H -2.64906 -0.84706 -1.91506 0.07
H -2.05331 -1.26203 -4.53847 0.12
H -1.32511 -2.21852 -3.26440 0.08
H 0.52888 -1.65454 -4.50795 0.11
H -0.13184 -0.09343 -5.02039 0.10
H 1.78150 -0.74118 -2.86845 0.09
H 1.36558 1.48680 -1.78031 0.06
H 0.63060 2.46510 -4.35355 0.12
H 0.15072 3.15468 -2.79904 0.11
H -1.92183 2.83682 -3.78926 0.11
H -1.41069 1.41312 -4.70560 0.10
H 0.96006 1.59553 3.67068 0.02
H 2.48552 0.85463 3.02897 0.00
H 1.23428 -0.16885 3.83300 0.02
P -1.22151 -0.89307 0.28493 0.93
P 2.17828 -0.07144 0.36016 0.85
C 0.05952 -1.67310 -0.73051 -0.34
C 1.40320 -1.35546 -0.66754 -0.40
C -2.23311 -2.32372 0.75613 -0.34
C -2.61314 -3.26185 -0.22888 -0.09
C -3.46650 -4.31028 0.12035 -0.08
C -3.92264 -4.43101 1.43956 -0.08
C -3.48283 -3.54130 2.43057 -0.06
C -2.62257 -2.49474 2.09737 -0.06
C -2.50838 0.48394 0.22366 -0.36
C -2.10325 1.80836 0.46611 -0.15
C -2.97047 2.87737 0.24237 -0.08
C -4.29163 2.62457 -0.13129 -0.08
C -4.74673 1.30356 -0.21899 -0.07
C -3.87737 0.22938 -0.00636 -0.08
C 3.60146 -0.98125 1.03031 -0.34
C 3.34335 -2.22568 1.63640 -0.09
C 4.40050 -3.03698 2.05273 -0.07
C 5.72282 -2.60047 1.89362 -0.08
C 5.98099 -1.35338 1.31875 -0.08
C 4.92935 -0.53321 0.91139 -0.07
C 2.82271 1.61963 -0.01499 -0.37
C 2.40665 2.69290 0.80674 -0.11
C 2.77396 4.00486 0.51289 -0.07
C 3.54606 4.27410 -0.62587 -0.08
C 4.04360 3.21741 -1.39233 -0.07
C 3.70495 1.89572 -1.07712 -0.12
H -0.27772 -2.51553 -1.34327 0.06
H 2.13233 -1.97460 -1.19532 0.07
H -2.22549 -3.18994 -1.25242 0.09
H -3.77192 -5.03670 -0.64009 0.11
H -4.61515 -5.23126 1.70001 0.10
H -3.80540 -3.66193 3.46605 0.11
H -2.24136 -1.80621 2.85696 0.08
H -1.08488 2.02336 0.84022 0.06
H -2.58385 3.89450 0.35669 0.11
H -4.95458 3.47010 -0.33653 0.11
H -5.78329 1.10694 -0.48133 0.11
H -4.24237 -0.80006 -0.03479 0.11
H 2.31151 -2.55111 1.78122 0.11
H 4.19237 -4.01317 2.50405 0.11
H 6.54511 -3.24103 2.21925 0.11
H 7.00993 -1.02276 1.19052 0.10
H 5.13808 0.46222 0.52131 0.09
H 1.78386 2.48657 1.68695 0.06
H 2.45585 4.80767 1.18809 0.11
H 3.76993 5.30845 -0.89082 0.11
H 4.71342 3.42805 -2.22944 0.11
H 4.10742 1.07275 -1.66624 0.12
B -2.44330 0.25110 5.21113 -0.43
C -1.77765 0.38596 3.85927 -0.20
N -1.20526 0.44166 2.83965 -0.08
H -3.63785 0.27370 4.98889 0.01
H -2.09293 1.16762 5.93591 0.01
H -2.10418 -0.82491 5.69057 0.02
```

Its total energy is -2277.174579 hartree. The spin multiplicity is 3. As for the energy above the lowest of the compared OMol25 structures with the same formula, charge and spin: 0.00 kcal/mol. Its HOMO energy (alpha / beta) is -5.67 / -8.20 eV. The calculation puts the max |F| at 0.0548 hartree/bohr. Its charge is 0. The expectation value of S² is 2.02. The LUMO energy (alpha / beta) is -0.12 / -2.49 eV. As for the gap between HOMO and LUMO (alpha / beta): 5.54 / 5.71 eV.